C53H47Cl4CoN11O as an isolated structure at a distorted geometry. Source: the Open Molecules 2025 dataset; level of theory: wB97M-V/def2-TZVPD.

- Frontier orbital gap (spin up / spin down): 4.910 / 4.570 eV
- HOMO (spin up / spin down): -5.6303 / -7.1200 eV
- Electronic energy: -161875.46890 eV
- ⟨S²⟩: 3.8700
- Multiplicity: 4

Atoms and positions in Å:
Co 0.6671 -0.9006 1.8606
Cl -3.4308 6.8744 4.5436
C -2.6909 5.2824 4.4220
C -3.4887 4.2018 4.1287
C -2.9454 3.0318 3.7250
C -1.5652 2.9065 3.7658
C -0.7529 3.9899 3.9114
C -1.3487 5.1693 4.2143
C -0.8881 1.4457 3.6267
C -1.6706 0.3406 3.2584
C -3.0910 -0.0248 3.7474
C -3.2793 -1.2392 3.2338
C -2.2489 -1.5601 2.3116
C -2.1654 -2.5626 1.3381
C -3.2802 -3.6694 1.3550
C -3.0387 -4.9845 1.5510
C -4.0094 -5.9301 1.3669
C -5.2477 -5.4924 1.1151
Cl -6.4801 -6.7139 1.1318
C -5.5686 -4.1513 0.9806
C -4.5532 -3.1950 1.1029
C -1.0924 -2.7788 0.3492
N 0.0649 -2.0466 0.4746
C 0.7108 -2.3127 -0.6163
C 2.1798 -2.1479 -0.8588
C 2.7420 -2.1532 -2.2510
C 2.1567 -1.4367 -3.2483
C 2.6388 -1.3718 -4.5632
C 3.7680 -1.9897 -4.9652
Cl 4.4053 -1.7974 -6.5713
C 4.4324 -2.7226 -3.9781
C 3.9049 -2.8295 -2.7058
C 2.9383 -1.8352 0.2358
C 4.4697 -1.9796 0.2179
C 4.8607 -1.4406 1.3776
C 3.7373 -0.9840 2.1714
N 2.5450 -1.3637 1.4575
C 3.7065 -0.0882 3.2662
C 2.5760 0.5675 3.7168
C 2.4673 1.5742 4.6505
C 1.1774 2.0258 4.7234
C 0.5037 1.1893 3.7649
N 1.2593 0.3174 3.2846
C 5.0993 0.2843 3.7235
C 5.7677 -0.0931 4.8177
C 7.0466 0.3234 5.1058
C 7.6817 1.2137 4.1947
Cl 9.3266 1.5794 4.6297
C 7.0113 1.6997 3.0750
C 5.7389 1.1807 2.8340
C -0.0485 -3.1277 -1.5891
C -1.2099 -3.4605 -0.9094
N -1.1965 -0.6499 2.4212
H -4.5688 4.1386 4.1506
H -3.5378 2.1753 3.4838
H 0.3287 4.0056 3.7386
H -0.6513 6.0057 4.2903
H -3.6790 0.4673 4.5107
H -4.1051 -1.7914 3.6493
H -2.0103 -5.2031 1.8016
H -3.7986 -6.9920 1.6107
H -6.6173 -3.7764 0.9509
H -4.7791 -2.1543 1.1026
H 1.3001 -0.7796 -2.9919
H 2.0674 -0.6908 -5.2160
H 5.3334 -3.3328 -4.2127
H 4.3335 -3.6521 -2.1438
H 4.9690 -2.2826 -0.7111
H 5.8882 -1.5374 1.5780
H 3.2592 1.7976 5.3400
H 0.5270 2.7753 5.1552
H 5.2472 -0.6844 5.5644
H 7.5115 0.0840 6.0398
H 7.5343 2.3802 2.4060
H 5.0938 1.4944 1.9998
H 0.1855 -3.5062 -2.6152
H -2.0603 -4.0340 -1.2520
C 1.3807 3.4744 1.0433
N 0.1933 3.1323 0.2691
C -0.0720 3.9187 -0.9007
C -0.1580 1.7912 0.2469
N 0.5869 0.8248 0.4533
N -1.4932 1.5477 -0.2150
C -1.8720 0.4719 -1.0209
N -3.2345 0.1686 -0.9219
N -1.0876 0.0356 -1.9784
H 1.2147 4.4089 1.6188
H 2.2918 3.5858 0.4949
H 1.5574 2.7258 1.8121
H 0.5802 3.6038 -1.7540
H 0.0677 5.0237 -0.7024
H -1.0592 3.7297 -1.2522
H 1.5082 1.1822 0.6349
H -2.2316 2.1900 0.0961
H -3.5228 0.1556 0.0696
H -3.4324 -0.6683 -1.4646
H -1.5170 -0.6998 -2.5431
C -2.7607 -1.1445 -6.8406
N -1.8718 -0.7239 -5.7849
C -0.6695 -1.4985 -5.6921
C -1.6894 0.6978 -5.7811
O -0.5621 1.1219 -5.8621
N -2.8666 1.4463 -5.7018
C -2.7093 2.8233 -6.0810
C -3.9325 1.2527 -4.7674
H -2.4486 -0.7702 -7.8227
H -3.7876 -0.7813 -6.6382
H -2.8539 -2.2061 -6.7666
H -0.9106 -2.5488 -5.8847
H -0.1624 -1.3512 -4.7907
H 0.1873 -1.2102 -6.4437
H -2.0178 2.9526 -6.9337
H -2.3729 3.4510 -5.2509
H -3.6426 3.1691 -6.4898
H -4.2031 0.2577 -4.7764
H -4.7715 1.7980 -5.0920
H -3.7197 1.5905 -3.7409

Atomic forces in eV per Å
0.1 0.4 0.2
0.2 -0.4 0.4
-1.0 1.1 -0.8
-1.7 -0.2 -0.1
1.3 -0.8 0.5
2.1 -5.1 -0.6
0.7 0.4 -0.4
1.4 2.0 0.5
-2.8 1.5 -1.2
-1.9 -0.7 -0.1
3.4 1.2 -0.6
-1.5 -0.5 0.4
1.9 -0.8 -1.0
0.1 -2.8 -0.4
1.0 4.1 -0.6
2.0 -0.4 -0.2
1.9 -1.6 1.3
-2.3 0.1 -0.3
-0.6 0.0 -0.2
-0.8 1.4 0.4
-1.0 -1.9 0.0
-3.2 0.9 2.3
-0.6 -1.3 -0.2
2.5 -1.2 -4.5
-1.9 0.6 0.0
1.0 -1.1 0.3
-1.5 1.7 -0.4
-2.0 1.8 -0.1
1.1 -0.3 0.5
-0.1 -0.1 0.3
0.7 -0.9 -0.5
-0.2 -1.0 0.4
3.5 -0.4 0.7
-3.5 1.0 -0.9
0.3 -0.7 0.0
-2.1 -0.4 -0.9
1.2 0.8 0.0
1.5 -1.7 -1.1
-1.7 -0.9 0.1
1.0 1.4 2.3
-0.6 -0.7 -1.2
-1.4 4.7 3.2
2.6 -3.7 -3.6
-0.9 2.0 -2.9
-0.1 -1.2 2.6
0.4 1.5 -1.5
-0.6 -1.3 1.5
0.0 0.5 -0.5
0.3 -0.6 0.1
-0.7 0.3 0.1
-0.3 -0.1 0.7
0.8 0.9 0.6
-1.8 1.2 1.6
-0.1 1.0 0.2
-0.3 0.0 -0.1
-0.7 -0.3 0.1
-0.7 0.2 0.1
0.2 -0.1 -0.1
-0.1 -0.7 -0.8
0.0 -0.6 0.0
-0.3 0.8 -0.5
0.9 -0.7 -0.3
-0.1 0.6 -0.3
0.4 -0.6 -0.3
0.5 -0.5 0.1
-0.8 0.6 0.1
0.1 0.4 0.5
0.2 0.1 1.1
1.1 0.7 1.1
0.4 0.5 -0.1
1.3 -0.2 1.0
0.1 -0.2 -0.1
0.3 -0.3 0.1
-0.3 -0.1 0.1
0.8 0.1 0.2
0.2 0.7 1.3
0.1 0.0 0.1
-0.8 0.5 1.1
0.2 -0.2 1.2
1.0 1.0 -0.9
-2.7 1.4 -2.2
1.6 -1.6 1.2
0.4 0.5 1.1
1.1 -0.2 -3.0
0.5 0.1 1.0
-1.0 0.9 1.9
0.0 -0.3 -0.6
0.6 0.0 -0.8
-0.1 -0.1 0.1
-0.1 0.4 0.5
-0.2 -1.3 -0.1
-0.8 0.1 -0.1
0.7 -0.1 -0.1
0.6 -0.6 -0.2
-0.1 -0.4 -0.9
-0.3 0.2 0.5
-0.1 0.0 0.4
-1.4 0.6 0.4
-0.6 1.5 0.3
1.6 0.1 -2.8
-0.3 -1.9 0.8
0.0 1.1 -0.1
1.5 0.4 -0.9
0.8 0.6 -0.8
1.1 0.6 0.7
0.0 -0.4 -0.1
0.5 0.0 -0.3
0.2 -0.8 -0.5
0.1 0.2 0.4
0.3 0.0 1.8
-1.8 -0.4 0.7
0.0 -0.3 0.7
-0.1 0.1 -0.1
-0.6 0.3 0.2
-0.6 -2.3 0.4
-1.1 0.8 -0.6
0.3 -0.1 -0.1